Entry from OMol25: a cluster of 10 separate species, C43H63N7O5 in total in a non-equilibrium geometry (ωB97M-V with the def2-TZVPD basis set).

```
118
Properties=species:S:1:pos:R:3
C 31.82437 -17.76519 -22.02311
N 31.37762 -16.48525 -22.54548
C 30.13633 -15.97921 -22.43747
C 29.82561 -14.70710 -23.18900
O 29.25524 -16.54474 -21.79795
H 31.03038 -18.14480 -21.38675
H 32.76197 -17.63189 -21.48509
H 32.01848 -18.45155 -22.84921
H 32.01338 -16.03095 -23.17936
H 30.73794 -14.39520 -23.70316
H 29.51195 -13.91940 -22.50678
H 29.01239 -14.88723 -23.88973
C 25.83597 -8.04096 -21.66041
N 26.32299 -8.93128 -20.61540
C 27.51517 -9.55360 -20.56042
C 28.47727 -9.32002 -21.72225
O 27.80652 -10.33892 -19.67127
H 25.15807 -8.59568 -22.30715
H 26.64721 -7.57501 -22.20955
H 25.25330 -7.24466 -21.19542
H 25.67530 -9.18700 -19.88645
H 28.88307 -8.30931 -21.76987
H 28.00594 -9.54084 -22.68303
H 29.29747 -10.02020 -21.58582
C 21.23508 -9.71880 -21.85499
C 20.78065 -10.78661 -22.62046
C 21.04361 -10.78311 -23.98676
N 21.57294 -9.74036 -24.63573
C 21.97185 -8.70213 -23.88412
C 21.82774 -8.65202 -22.51407
H 21.16072 -9.73005 -20.77579
H 20.30392 -11.68390 -22.25114
H 20.85567 -11.67671 -24.57163
H 22.50515 -7.95815 -24.46107
H 22.17079 -7.79994 -21.94067
C 21.38590 -14.51967 -23.31499
C 21.42764 -14.17703 -21.97544
C 20.27853 -14.27154 -21.21411
N 19.08490 -14.59582 -21.70810
C 19.03787 -14.96161 -22.99386
C 20.14869 -14.89648 -23.83202
H 22.27227 -14.45288 -23.92694
H 22.36147 -13.93317 -21.48465
H 20.22728 -13.89995 -20.19501
H 18.09193 -15.31270 -23.38338
H 20.06806 -15.21617 -24.86319
C 27.35648 -15.31413 -26.65030
C 26.67696 -15.90960 -25.58542
C 27.10116 -17.14744 -25.14598
N 28.09872 -17.84892 -25.67268
C 28.68914 -17.30256 -26.73497
C 28.38048 -16.05230 -27.25926
H 27.07116 -14.34771 -27.04001
H 25.79831 -15.45194 -25.15052
H 26.61719 -17.57122 -24.27113
H 29.55499 -17.81371 -27.14122
H 28.83026 -15.64613 -28.15415
C 24.97995 -6.57983 -25.62599
C 26.00487 -5.67522 -25.45248
C 27.29016 -6.15550 -25.19186
N 27.57422 -7.44856 -25.15731
C 26.57973 -8.33099 -25.34162
C 25.27215 -7.93844 -25.53618
H 23.98259 -6.17550 -25.75189
H 25.81147 -4.61000 -25.44332
H 28.06665 -5.41980 -25.01911
H 26.82880 -9.37543 -25.20754
H 24.44910 -8.62634 -25.69029
C 24.85378 -13.00452 -22.29419
C 24.15645 -11.83805 -22.55897
C 24.70338 -11.01024 -23.52441
N 25.75394 -11.34124 -24.28704
C 26.37337 -12.50714 -24.06674
C 25.96559 -13.35022 -23.04232
H 24.60880 -13.66399 -21.46905
H 23.30157 -11.54438 -21.97027
H 24.33972 -10.02496 -23.78948
H 27.23643 -12.67046 -24.70332
H 26.53717 -14.23853 -22.80078
C 30.32111 -12.51681 -27.14166
C 29.48959 -11.31002 -26.64800
C 30.15511 -10.89237 -25.32576
O 31.23960 -11.77805 -25.14328
C 31.63582 -12.33694 -26.37493
H 30.33961 -12.49506 -28.23075
H 29.73801 -13.38627 -26.83343
H 28.42807 -11.54223 -26.55889
H 29.56715 -10.44187 -27.30838
H 29.43439 -10.94244 -24.50568
H 30.55058 -9.87232 -25.35594
H 32.19396 -13.27147 -26.33788
H 32.29010 -11.60761 -26.87082
C 24.59662 -13.19854 -27.31568
C 24.00304 -12.12296 -28.20418
C 23.01352 -11.46029 -27.28965
O 22.41604 -12.58476 -26.63362
C 23.33275 -13.68094 -26.54898
H 25.35103 -12.79113 -26.64299
H 25.00754 -14.03528 -27.87923
H 23.44284 -12.53966 -29.04572
H 24.70586 -11.41180 -28.64834
H 22.19519 -10.89170 -27.73242
H 23.43709 -10.82520 -26.49931
H 22.95983 -14.56846 -27.06028
H 23.50952 -13.82054 -25.48318
C 22.67330 -17.14517 -19.11208
C 23.82910 -17.63331 -19.94549
C 24.38049 -16.36539 -20.58921
O 23.98430 -15.31574 -19.68956
C 23.16246 -15.78769 -18.64384
H 22.28979 -17.83077 -18.35767
H 21.80992 -16.97002 -19.76702
H 23.55587 -18.38225 -20.69520
H 24.61911 -18.15814 -19.39988
H 23.99403 -16.18972 -21.60124
H 25.46310 -16.37618 -20.73663
H 22.32713 -15.12615 -18.40835
H 23.78734 -15.89033 -17.74614
```

The SMILES is CNC(C)=O.CNC(C)=O.c1ccncc1.c1ccncc1.c1ccncc1.c1ccncc1.c1ccncc1.C1CCOC1.C1CCOC1.C1CCOC1. The value obtained for the electronic energy is -66279.36248 eV.